Computed, not measured: one molecule with the formula C2H6NO2P in a non-equilibrium geometry, with ωB97M-V/def2-TZVPD.

Its SMILES is C[C@H](P)[N+](=O)[O-]. The value obtained for the LUMO energy is 0.44 eV. Its relative energy (zero: lowest compared OMol25 entry of this formula, charge and spin) is 4.682 eV. The HOMO-LUMO gap is 10.33 eV.

Last column: natural (NBO) charge in e.
Atoms and positions in Å:
H (0.458, -0.002, 1.286)  0.23
O (2.816, 0.738, 0.135)  -0.35
H (-0.583, -1.868, 0.170)  0.23
O (2.493, -1.375, 0.055)  -0.39
H (0.316, -1.432, -1.437)  0.24
C (-0.263, -1.034, -0.555)  -0.63
H (-0.560, 1.996, 0.713)  -0.03
P (0.452, 1.836, -0.226)  0.35
H (-0.527, 1.635, -1.224)  -0.04
N (2.125, -0.220, 0.135)  0.53
H (-1.232, -0.434, -0.783)  0.23
C (0.631, 0.037, 0.275)  -0.37